Record 1
{"formula": "C3H5N3O", "method": "ωB97M-V/def2-TZVPD", "e_above_lowest_ev": 3.396, "lumo_energy_ev": 0.6, "e_homo_ev": -8.74, "smiles": "Nc1cncn1O", "largest_force_ev_per_a": 4.72, "charge": 0, "total_energy_ha": -356.732573, "species": ["C", "C", "C", "H", "H", "H", "H", "H", "N", "N", "N", "O"], "positions_angstrom": [[-0.04008, 0.13321, -0.43987], [-1.19785, 0.83052, -0.18506], [-0.40563, 0.25266, 1.77738], [1.15456, 0.25509, -2.16670], [-0.01120, -0.87423, -2.17003], [-1.92616, 1.39680, -0.79501], [-0.21483, 0.27047, 2.81575], [1.42500, -1.53899, -0.05498], [0.59036, -0.37427, -1.58177], [-1.31584, 1.01630, 1.14019], [0.37831, -0.38577, 0.80777], [1.56335, -0.98178, 0.85233]], "lowdin_charge": [-0.31, -0.13, -0.09, 0.11, 0.07, 0.11, 0.10, 0.18, 0.08, 0.02, -0.15, 0.01]}


Record 2
{"formula": "C3H5N3O", "method": "ωB97M-V/def2-TZVPD", "e_above_lowest_ev": 4.572, "lumo_energy_ev": 0.6, "e_homo_ev": -10.11, "smiles": "[H]/N=C\\NOCC#N", "largest_force_ev_per_a": 4.85, "charge": 0, "total_energy_ha": -356.689341, "species": ["C", "C", "C", "H", "H", "H", "H", "H", "N", "N", "N", "O"], "positions_angstrom": [[1.79193, -0.77586, -0.08369], [-1.06672, 0.92124, -0.06534], [-2.24072, 0.02536, -0.11390], [1.55413, 1.02750, -0.08096], [2.41628, -1.72460, -0.00369], [0.17283, -1.50313, 0.83542], [-1.25135, 1.97205, 0.31673], [-1.00871, 0.89087, -1.12331], [2.31632, 0.39424, -0.33534], [0.43520, -0.77455, 0.12339], [-3.01398, -0.84298, -0.17106], [-0.10522, 0.38988, 0.70175]], "lowdin_charge": [-0.26, -0.24, -0.19, 0.02, 0.14, 0.16, 0.16, 0.12, 0.08, -0.02, 0.15, -0.13]}


Record 3
{"formula": "C3H5N3O", "method": "ωB97M-V/def2-TZVPD", "e_above_lowest_ev": 1.488, "lumo_energy_ev": 0.4, "e_homo_ev": -9.81, "smiles": "N[C@@H]1N=CC(O)=N1", "largest_force_ev_per_a": 0.75, "charge": 0, "total_energy_ha": -356.802681, "species": ["N", "C", "N", "C", "O", "C", "N", "H", "H", "H", "H", "H"], "positions_angstrom": [[1.52880, 1.53111, 0.39577], [0.71037, 0.35482, 0.44081], [-0.72952, 0.53300, 0.28629], [-1.10920, -0.56545, -0.24447], [-2.37273, -0.92669, -0.48332], [0.03833, -1.42778, -0.58799], [1.13295, -0.81718, -0.32943], [1.00446, 2.31537, 0.77459], [1.84966, 1.77882, -0.53058], [-2.92607, -0.18080, -0.20153], [-0.00293, -2.45820, -0.93048], [0.87587, -0.13702, 1.41035]], "lowdin_charge": [0.07, -0.49, 0.16, -0.42, 0.09, -0.07, 0.12, 0.08, 0.07, 0.12, 0.12, 0.15]}


Record 4
{"formula": "C3H5N3O", "method": "ωB97M-V/def2-TZVPD", "e_above_lowest_ev": 2.987, "lumo_energy_ev": -0.8, "e_homo_ev": -9.53, "smiles": "[H]/N=N/C(C)=N\\C=O", "largest_force_ev_per_a": 0.58, "charge": 0, "total_energy_ha": -356.747617, "species": ["C", "C", "N", "N", "C", "O", "N", "H", "H", "H", "H", "H"], "positions_angstrom": [[-1.73715, 0.85590, -0.34679], [-0.41448, 0.25036, 0.01678], [0.73489, 0.81112, -0.70894], [1.78038, 0.32899, -0.26202], [0.92178, -1.46320, 0.88362], [1.57113, -1.67902, 1.87232], [-0.28724, -0.73986, 0.79323], [-2.22866, 0.21159, -1.08455], [-1.61326, 1.84488, -0.79289], [-2.38990, 0.90939, 0.52653], [2.58605, 0.64819, -0.80858], [1.07644, -1.97833, -0.08870]], "lowdin_charge": [-0.03, -0.37, 0.05, 0.10, -0.42, 0.03, 0.16, 0.09, 0.07, 0.08, 0.10, 0.13]}


Record 5
{"formula": "C3H5N3O", "method": "ωB97M-V/def2-TZVPD", "e_above_lowest_ev": 1.295, "lumo_energy_ev": 0.8, "e_homo_ev": -10.01, "smiles": "OCc1nc[nH]n1", "largest_force_ev_per_a": 0.56, "charge": 0, "total_energy_ha": -356.809792, "species": ["O", "C", "C", "N", "N", "C", "N", "H", "H", "H", "H", "H"], "positions_angstrom": [[-2.30878, 0.94890, -0.43633], [-1.65024, -0.21442, -0.01774], [-0.20728, -0.01647, 0.26101], [0.48791, 0.80471, -0.49138], [1.75609, 0.44108, -0.21124], [1.75260, -0.58750, 0.65582], [0.52323, -0.88863, 1.00649], [-1.68746, 1.45717, -0.97467], [-1.64550, -0.99388, -0.78522], [-2.15641, -0.58626, 0.86939], [2.48397, 0.73330, -0.84015], [2.65187, -1.09800, 0.96404]], "lowdin_charge": [-0.05, -0.22, -0.38, 0.10, 0.01, -0.17, 0.13, 0.07, 0.12, 0.12, 0.15, 0.12]}


Record 6
{"formula": "C3H5N3O", "method": "ωB97M-V/def2-TZVPD", "e_above_lowest_ev": 2.582, "lumo_energy_ev": -0.2, "e_homo_ev": -9.82, "smiles": "[H]/N=C\\C(=N/[H])NC=O", "largest_force_ev_per_a": 4.21, "charge": 0, "total_energy_ha": -356.762487, "species": ["N", "C", "C", "C", "N", "N", "O", "H", "H", "H", "H", "H"], "positions_angstrom": [[0.23820, 1.00839, -0.73395], [0.77052, 0.29600, 0.26508], [-1.17162, 0.80210, -0.93936], [-0.37311, -0.80228, 0.74653], [1.90629, 0.37411, 0.80442], [-0.20866, -2.05249, 0.51144], [-1.91028, 1.75484, -1.15361], [0.66905, 1.89296, -0.97405], [2.14062, -0.42376, 1.40069], [0.44957, -2.19460, -0.26569], [-1.49960, -0.20762, -1.22886], [-1.01098, -0.44764, 1.56736]], "lowdin_charge": [0.10, -0.45, -0.28, -0.18, 0.13, 0.09, 0.06, 0.16, 0.06, 0.06, 0.14, 0.11]}